Molecular formula: C29H45Ge2N6OPtS
Method: DFT, ωB97M-V/def2-TZVPD

Results
E_HOMO (alpha / beta)   -10.379 / -10.384 eV
Gap between HOMO and LUMO (alpha / beta)   8.1 / 3.9 eV
<S²>   2.034
E   -6206.8586 Eh

```
! RIJCOSX wB97M-V def2-TZVPD def2/J DEFGRID3
* xyz 1 3
Pt 0.99339 -0.04527 -0.01706
C 0.71109 4.86058 0.71684
C 1.28358 3.44830 0.59233
Ge -0.08370 2.02889 0.70922
C -0.71527 1.76887 2.55854
C -1.61387 2.88707 3.08454
C -1.58944 2.43450 -0.44159
C -1.90319 1.65370 -1.48235
Ge -0.67480 0.13057 -1.81152
C -1.51793 -1.65105 -1.79910
C -2.67764 -1.97434 -2.73584
C 0.49428 0.43440 -3.39498
C -0.11845 0.71510 -4.76514
C -3.08085 1.90641 -2.35370
C -3.27337 1.15865 -3.51070
C -4.35737 1.37566 -4.34912
C -5.28715 2.35196 -4.03542
C -5.12318 3.09881 -2.87501
C -4.03918 2.87715 -2.04594
H 1.48901 5.61771 0.61307
H 0.23044 5.01808 1.68174
H -0.03513 5.05159 -0.05493
H 2.03956 3.26614 1.36079
H 1.78817 3.33577 -0.37118
H 0.15662 1.63950 3.20774
H -1.24953 0.81644 2.56082
H -1.08149 3.83494 3.15808
H -2.00086 2.65502 4.07775
H -2.47279 3.04369 2.43120
H -2.19167 3.31355 -0.22642
H -1.82206 -1.80168 -0.75854
H -0.69145 -2.34629 -1.97657
H -3.54307 -1.34009 -2.54762
H -2.99165 -3.01068 -2.60429
H -2.40244 -1.85374 -3.78429
H 1.11081 -0.46924 -3.45407
H 1.14469 1.27365 -3.11621
H -0.76996 -0.09743 -5.08681
H 0.65891 0.82156 -5.52339
H -0.70657 1.63153 -4.76366
H -2.56655 0.38357 -3.77225
H -4.47320 0.77748 -5.24301
H -6.13641 2.52671 -4.68075
H -5.84995 3.85602 -2.61264
H -3.95022 3.46582 -1.14395
C 5.09444 0.49223 -2.15614
N 3.87854 -0.23539 -1.81714
C 3.71229 -1.39295 -1.18754
S 2.11909 -2.06353 -1.06137
N 4.71436 -2.08603 -0.66057
C 6.13824 -1.78538 -0.59284
H 4.81696 1.25269 -2.88173
H 5.83347 -0.15758 -2.62035
H 5.52604 0.99136 -1.28945
H 3.01791 0.13360 -2.19684
H 4.40744 -2.94845 -0.23783
H 6.63127 -1.92289 -1.55410
H 6.57993 -2.47939 0.11681
H 6.31107 -0.77568 -0.22703
O -0.19979 -1.33526 1.41081
C 0.01490 -2.45082 1.88838
C -0.30239 -3.71142 1.15653
C -1.80104 -3.94651 1.48899
C -2.21474 -3.82523 2.96924
C -2.15345 -2.40821 3.57505
C -0.76527 -2.00771 4.09360
N 0.28118 -2.59092 3.22287
H 0.30440 -4.54289 1.51902
H -0.15793 -3.59798 0.08388
H -2.06588 -4.94030 1.12689
H -2.38918 -3.23166 0.90818
H -1.63760 -4.52635 3.58273
H -3.24655 -4.17295 3.03028
H -2.86314 -2.32946 4.39929
H -2.48358 -1.68973 2.81964
H -0.58256 -2.39770 5.09373
H -0.65004 -0.92659 4.13470
H 0.43303 -3.56109 3.46663
N 2.36538 0.03613 1.74660
C 2.75480 0.04109 2.83037
C 3.23179 0.04734 4.15281
C 4.44984 0.68041 4.45051
N 5.45614 1.19507 4.67551
C 2.47587 -0.58878 5.15379
N 1.85460 -1.11071 5.97147
*
```

Atomic partial charges in e from the Mulliken method, atoms 1 to 6:
1 Pt 1.85
2 C -1.17
3 C -0.44
4 Ge -0.44
5 C 0.41
6 C -1.34


Molecular formula: C29H45N14O2Si
Method: DFT, ωB97M-V/def2-TZVPD

Results
E_HOMO   -3.748 eV
Gap between HOMO and LUMO   5.2 eV
E   -2337.8630 Eh

```
! RIJCOSX wB97M-V def2-TZVPD def2/J DEFGRID3
* xyz -1 1
N 0.03093 3.64708 0.16346
C 0.95990 3.27590 1.14368
C 1.75772 4.40297 2.08731
Si 3.13835 5.15672 0.91220
C 2.36869 6.73321 0.05612
O 2.60169 7.91664 0.68354
O 1.61064 6.69004 -1.21503
H -0.33986 2.76481 -0.30049
H 1.15723 2.11576 1.22618
H 1.00728 5.23356 2.42952
H 2.34862 3.90719 2.96962
H 3.43161 4.16917 -0.14680
H 4.37548 5.45307 1.62806
C -3.20973 2.08857 2.08016
C -2.14820 1.46482 1.18892
N -1.26760 0.94732 0.44944
H -3.77361 2.83899 1.51914
H -3.89869 1.31731 2.43514
H -2.73785 2.56862 2.94196
C -2.93916 -2.48481 2.77214
C -3.95706 -1.52180 3.36097
N -4.80163 -0.72293 3.84944
H -3.20275 -3.51290 3.03556
H -2.92223 -2.38941 1.68305
H -1.94345 -2.26078 3.16482
C -4.85747 -0.29590 -0.91631
C -4.96338 -1.76744 -0.55080
N -5.05132 -2.98828 -0.24766
H -4.65801 -0.19097 -1.98637
H -5.79340 0.21606 -0.67663
H -4.04281 0.16993 -0.35493
C 4.45472 3.67229 -3.15594
C 3.52419 2.61299 -2.58827
N 2.75223 1.73421 -2.11722
H 4.25528 4.63692 -2.68101
H 5.49532 3.39246 -2.97055
H 4.29803 3.76706 -4.23403
C -2.46604 2.63165 -3.67865
C -3.34897 1.41580 -3.90749
N -4.08138 0.40704 -4.09740
H -1.52123 2.32546 -3.22101
H -2.25670 3.12506 -4.63167
H -2.97052 3.33902 -3.01461
C 4.44405 -1.44434 -1.29087
C 4.78580 -1.01576 0.12679
N 5.06928 -0.66029 1.30296
H 4.73643 -2.48659 -1.44597
H 3.36828 -1.34722 -1.46060
H 4.97624 -0.81459 -2.00921
C -0.20975 -5.26041 5.15658
C -0.36061 -3.75985 4.96735
N -0.48566 -2.51495 4.81029
H 0.07716 -5.72846 4.21083
H 0.56120 -5.46626 5.90410
H -1.15681 -5.69067 5.49389
C -5.28901 -6.36486 -1.28216
C -3.94760 -6.75565 -0.68372
N -2.83473 -7.07995 -0.18732
H -5.21432 -6.32820 -2.37254
H -6.05013 -7.09808 -1.00180
H -5.58950 -5.38051 -0.91259
C 4.47844 -5.92239 6.94757
C 3.06784 -6.35077 6.57751
N 1.89762 -6.70620 6.27039
H 5.18382 -6.72677 6.72119
H 4.75907 -5.03199 6.37840
H 4.53037 -5.69340 8.01560
C 8.80768 -0.89503 -0.81054
C 7.90798 0.29241 -1.11184
N 7.16152 1.27748 -1.36189
H 8.22996 -1.82225 -0.85896
H 9.61944 -0.94264 -1.54151
H 9.23549 -0.79397 0.19074
C -1.23865 -1.60136 -6.57070
C -2.29895 -0.92469 -5.71740
N -3.17853 -0.36320 -5.00947
H -0.91138 -0.92455 -7.36483
H -0.37707 -1.86814 -5.95262
H -1.64750 -2.50929 -7.02272
C 1.00919 2.12063 -5.49533
C 2.33994 2.48597 -6.13241
N 3.44398 2.78916 -6.66088
H 1.08199 2.20184 -4.40724
H 0.22727 2.79690 -5.85138
H 0.73926 1.09413 -5.75848
C -6.30607 3.44256 4.20180
C -6.08050 3.70862 2.72242
N -5.89326 3.92941 1.49512
H -5.39086 3.05024 4.65382
H -6.58454 4.37020 4.70921
H -7.10874 2.71120 4.33087
*
```

Atomic partial charges in e from the Mulliken method, atoms 1 to 6:
1 N -0.54
2 C -0.04
3 C -0.64
4 Si 0.54
5 C 0.35
6 O -0.67


Molecular formula: C29H45N5O4PdSe
Method: DFT, ωB97M-V/def2-TZVPD

Results
E_HOMO (alpha / beta)   -7.003 / -6.996 eV
Gap between HOMO and LUMO (alpha / beta)   6.3 / 6.4 eV
E   -4235.9636 Eh

```
! RIJCOSX wB97M-V def2-TZVPD def2/J DEFGRID3
* xyz 0 1
Pd -1.10256 -2.53107 1.40533
C 2.88746 4.11004 2.11244
C 2.04255 3.39387 3.17418
C 2.86701 3.24268 4.45902
C 0.82176 4.25871 3.48111
C 1.63905 2.01554 2.65802
C 0.32740 1.61046 2.48846
C 0.07060 0.33492 2.00516
Se -1.71390 -0.18918 1.61325
C -1.70850 0.08943 -0.28785
C -1.78674 1.41531 -0.71228
C -1.70039 1.72328 -2.05210
C -1.53494 0.64658 -2.93751
C -1.46115 -0.67913 -2.55700
C -1.57080 -1.00069 -1.16976
O -1.52753 -2.24149 -0.76075
C -1.21998 -1.79422 -3.57976
C -2.38681 -2.79292 -3.57123
C 0.09682 -2.51589 -3.25208
C -1.09815 -1.25623 -5.00654
C -1.76482 3.14542 -2.60330
C -0.47144 3.46169 -3.36661
C -2.95810 3.27716 -3.55891
C -1.92433 4.17451 -1.48651
C 1.04750 -0.59225 1.67416
O 0.72098 -1.78996 1.19909
C 2.39591 -0.19581 1.83002
C 2.62366 1.08567 2.31278
C 3.63370 -1.04714 1.49197
C 4.42427 -0.33820 0.38299
C 4.51532 -1.17236 2.74315
C 3.33903 -2.46952 1.00361
H 3.17251 5.10598 2.45861
H 2.32850 4.21675 1.18102
H 3.80270 3.56016 1.89002
H 3.15346 4.22228 4.84788
H 3.78094 2.67407 4.28308
H 2.29337 2.72258 5.22792
H 1.14731 5.23685 3.83927
H 0.19413 3.81385 4.25565
H 0.20580 4.41868 2.59399
H -0.50194 2.26645 2.71801
H -1.89832 2.19627 0.02884
H -1.45003 0.87845 -3.98927
H -2.50487 -3.25981 -2.59423
H -2.21090 -3.56859 -4.32076
H -3.32248 -2.28859 -3.82128
H 0.09062 -2.90512 -2.23750
H 0.93924 -1.82750 -3.34410
H 0.25767 -3.34119 -3.95153
H -2.00464 -0.74179 -5.33095
H -0.93174 -2.09366 -5.68714
H -0.25628 -0.57056 -5.11731
H -0.33180 2.79430 -4.21769
H 0.39711 3.35505 -2.71422
H -0.49261 4.48560 -3.74689
H -2.86971 2.59634 -4.40648
H -3.02322 4.29420 -3.95251
H -3.89296 3.04774 -3.04435
H -1.08582 4.14411 -0.78744
H -2.84514 4.01886 -0.92085
H -1.96289 5.17777 -1.91502
H 3.65747 1.38709 2.43106
H 4.75834 0.65475 0.68621
H 3.80973 -0.22602 -0.51190
H 5.30847 -0.92328 0.11930
H 4.86871 -0.20642 3.10475
H 5.39277 -1.78301 2.51896
H 3.96507 -1.65198 3.55447
H 2.75302 -2.47695 0.08696
H 2.79683 -3.05282 1.74625
H 4.29795 -2.95804 0.81106
N -1.07199 -4.74111 0.36933
N -2.41652 -5.10216 0.46357
C -3.26909 -4.60292 1.38765
N -4.46333 -5.19161 1.43136
N -2.80346 -3.61698 2.16483
N -3.56971 -3.19114 3.25200
O -2.99929 -2.44348 3.99959
O -4.68883 -3.66390 3.45127
H -0.91063 -4.15679 -0.46452
H -0.49245 -5.57113 0.39658
H -2.79387 -5.73126 -0.23135
H -4.67531 -5.95407 0.81402
H -5.15479 -4.80541 2.06122
*
```

Atomic partial charges in e from the Mulliken method, atoms 1 to 6:
1 Pd -0.16
2 C -1.61
3 C 1.90
4 C -1.68
5 C -2.04
6 C -0.49


Molecular formula: C29H45N8S5SbSiTi
Method: DFT, ωB97M-V/def2-TZVPD

Results
E_HOMO   -6.779 eV
Gap between HOMO and LUMO   6.6 eV
E   -4940.4652 Eh

```
! RIJCOSX wB97M-V def2-TZVPD def2/J DEFGRID3
* xyz 0 1
Ti 1.29924 1.04655 0.14769
C 1.88238 -4.50202 1.23419
N 1.47769 -3.28971 0.55908
C 1.13460 -3.46637 -0.83047
C 1.69495 -2.04699 1.09399
N 2.06794 -1.00715 0.39316
C 2.90786 -1.15524 -0.70932
C 3.94212 -2.08940 -0.70512
C 4.83877 -2.17841 -1.75303
C 4.73619 -1.29337 -2.81278
C 3.74174 -0.33251 -2.81927
C 2.80399 -0.25272 -1.78572
N 1.86267 0.77922 -1.75534
C 1.41190 1.19852 -2.95018
N 1.45712 2.48671 -3.28395
C 0.55017 3.11099 -4.21490
C 2.31640 3.41800 -2.59357
N 0.95625 0.29703 -3.86419
C 0.38417 -0.94922 -3.42773
C 1.24566 0.34900 -5.27769
N 1.44255 -1.90900 2.42571
C 0.40815 -2.64607 3.11411
C 2.27268 -1.06862 3.26298
H 2.63359 -5.01968 0.62742
H 1.03268 -5.17778 1.36926
H 2.32391 -4.27684 2.20105
H 2.01550 -3.60198 -1.46881
H 0.56950 -2.60386 -1.17769
H 0.50775 -4.35413 -0.91627
H 4.06183 -2.71375 0.16820
H 5.62742 -2.91677 -1.72341
H 5.44903 -1.32756 -3.62351
H 3.70801 0.40072 -3.61588
H 1.09304 3.53496 -5.06290
H 0.03387 3.91951 -3.69267
H -0.19489 2.39906 -4.55436
H 2.99640 2.88932 -1.92211
H 1.72605 4.13619 -2.01737
H 2.90274 3.97251 -3.33007
H -0.04461 -0.82046 -2.43473
H 1.11797 -1.76178 -3.41845
H -0.42198 -1.21086 -4.11117
H 1.82032 1.23411 -5.53071
H 0.32503 0.33217 -5.86470
H 1.83621 -0.53355 -5.55018
H 0.82115 -3.36769 3.82750
H -0.22505 -3.16352 2.39724
H -0.22278 -1.94547 3.67171
H 2.80407 -0.33502 2.65144
H 3.00549 -1.68604 3.79660
H 1.65814 -0.54823 4.00048
C -3.36341 -2.36007 3.67122
Si -3.48166 -0.88262 2.44294
C -4.87394 0.28260 3.05099
C -3.91214 -1.54209 0.71812
C -1.88025 0.12318 2.63602
C -1.65787 0.78005 3.83002
C -0.46561 1.46237 4.07546
C 0.49626 1.45610 3.09016
N 0.30241 0.87148 1.90770
C -0.86429 0.23222 1.65764
S -0.96666 -0.38262 0.07465
H -4.35779 -2.74184 3.88437
H -2.91862 -2.08051 4.62330
H -2.78228 -3.18975 3.27768
H -5.84385 -0.17017 2.87120
H -4.85643 1.24175 2.54088
H -4.80584 0.48411 4.11648
H -4.90695 -1.97551 0.71994
H -3.21481 -2.30302 0.38742
H -3.88920 -0.75446 -0.02527
H -2.41961 0.76049 4.59597
H -0.29663 1.95891 5.01867
H 1.46751 1.92246 3.23729
S 3.46328 5.30491 -0.17662
Sb 2.38451 4.03216 1.36176
S 0.42139 3.14760 0.04082
S 3.30683 1.72166 1.02148
S -1.91686 1.81865 -2.37897
C -2.98794 2.28385 -1.20151
N -2.61547 3.22316 -0.28036
C -3.42912 3.67933 0.68574
C -4.71296 3.23181 0.79054
C -5.14831 2.23375 -0.11194
C -4.30811 1.77347 -1.07858
H -1.62349 3.51021 -0.30294
H -3.00501 4.41423 1.35399
H -5.37555 3.63274 1.53893
H -6.14706 1.83288 -0.02771
H -4.61012 1.01373 -1.78102
*
```

Atomic partial charges in e from the Mulliken method, atoms 1 to 6:
1 Ti -0.66
2 C -1.32
3 N 0.58
4 C -0.66
5 C -0.86
6 N 0.94


Molecular formula: C29H45NO6
Method: DFT, ωB97M-V/def2-TZVPD

Results
E_HOMO   -9.050 eV
Gap between HOMO and LUMO   9.5 eV
SMILES string   CCOCCO[C@@]1(C)OC(=O)O[C@@]1(CNC)OC[C@@H](C)CC(C)C.c1ccccc1.c1ccccc1
E   -1637.8248 Eh

```
! RIJCOSX wB97M-V def2-TZVPD def2/J DEFGRID3
* xyz 0 1
C -2.30656 3.98929 -3.46848
C -0.66503 3.99999 -3.15616
O -0.15286 2.61872 -3.38652
C -0.12753 1.84822 -2.12580
C 0.19372 0.22665 -2.37890
O 0.42048 -0.35960 -1.04407
C 1.49573 -1.39050 -1.09763
C 0.98797 -2.63459 -2.03971
O 2.79918 -0.75545 -1.34729
C 2.94941 0.11873 -0.13787
O 3.77816 1.16704 -0.13554
O 2.07141 -0.39876 0.96364
C 1.63775 -1.76337 0.51911
C 2.92644 -2.72433 0.84911
N 3.55838 -2.15024 2.13455
C 5.04632 -2.37247 1.96264
O 0.27466 -2.20869 0.84671
C 0.07622 -2.39494 2.29227
C -0.40265 -0.99843 3.07846
C -1.99134 -1.02248 3.49638
C 0.53120 -0.90192 4.42110
C 0.91359 0.61740 4.90105
C 2.24346 0.45459 5.90227
C 1.38336 1.63148 3.70171
H -2.46236 3.80919 -4.63414
H -2.84286 3.19085 -2.79800
H -2.73221 5.08471 -3.26177
H -0.41077 4.41876 -2.08763
H -0.18975 4.73164 -3.97045
H -1.18508 2.01139 -1.60353
H 0.67274 2.31378 -1.37226
H 1.09191 0.10864 -3.12392
H -0.81255 -0.23432 -2.81788
H 0.97366 -2.40713 -3.18978
H 1.55368 -3.65497 -1.79641
H -0.14755 -2.84049 -1.73745
H 3.70334 -2.82412 -0.03114
H 2.51633 -3.80593 1.12155
H 3.15994 -2.73361 2.92746
H 5.22336 -3.47144 1.58898
H 5.51311 -1.65580 1.13230
H 5.57604 -2.14125 2.99090
H 0.97017 -2.93426 2.82609
H -0.85655 -3.12919 2.40640
H -0.25232 -0.13914 2.29915
H -2.51772 -2.06821 3.33701
H -2.54131 -0.26419 2.76698
H -2.19397 -0.73269 4.63317
H 1.52647 -1.51642 4.38524
H -0.11164 -1.37773 5.30737
H 0.06629 1.07521 5.60643
H 2.82108 1.48067 6.04681
H 1.95154 -0.06599 6.90885
H 3.02407 -0.25710 5.34610
H 1.67649 2.65687 4.22669
H 2.28313 1.18626 3.09940
H 0.43011 1.86250 3.04862
C 3.21007 4.40330 -7.24135
C 2.61444 4.10801 -6.01545
C 1.39105 3.43974 -5.97663
C 0.76042 3.07017 -7.16488
C 1.35154 3.37370 -8.39101
C 2.57678 4.03865 -8.42983
H 4.16656 4.91805 -7.27113
H 3.10451 4.39822 -5.08944
H 0.92881 3.20675 -5.02097
H -0.19144 2.54724 -7.13493
H 0.85736 3.09105 -9.31732
H 3.03844 4.27303 -9.38536
C -6.24220 -2.71148 1.30785
C -7.46078 -2.41297 1.91676
C -7.62811 -2.62521 3.28487
C -6.57734 -3.14055 4.04417
C -5.36175 -3.44780 3.43354
C -5.19312 -3.23205 2.06610
H -6.10995 -2.53969 0.24309
H -8.28054 -2.01379 1.32471
H -8.57684 -2.38925 3.75971
H -6.70654 -3.30359 5.11053
H -4.54462 -3.85501 4.02399
H -4.24500 -3.46933 1.59083
*
```

Atomic partial charges in e from the Mulliken method, atoms 1 to 6:
1 C -0.84
2 C -0.33
3 O -0.29
4 C -0.46
5 C -0.60
6 O -0.20